1.
{
  "formula": "C7H16INO3S",
  "method": "ωB97M-V with the def2-TZVPD basis set",
  "elements": ["C", "C", "O", "N", "H", "H", "C", "H", "H", "H", "H", "H", "H", "I", "C", "C", "C", "S", "O", "O", "C", "H", "H", "H", "H", "H", "H", "H", "H"],
  "positions_angstrom": [[-2.629, 4.020, 0.010], [-2.599, 2.501, 0.158], [-2.830, 1.912, 1.179], [-2.032, 1.710, -0.904], [-2.633, 1.825, -1.805], [-1.239, 2.102, -1.375], [-1.827, 0.327, -0.838], [-3.410, 4.363, 0.740], [-3.379, 4.367, -1.004], [-1.759, 4.542, -0.088], [-2.849, -0.161, -0.626], [-1.164, -0.196, -0.212], [-1.534, -0.176, -1.760], [1.499, 2.695, -1.466], [2.134, -0.755, 0.465], [2.829, -1.907, -0.327], [2.312, -3.108, -0.033], [1.008, -2.896, 1.063], [0.999, -3.764, 2.196], [-0.220, -2.880, 0.312], [1.312, -1.263, 1.546], [1.466, -0.036, -0.310], [2.816, 0.203, 0.575], [3.859, -1.905, -0.203], [2.712, -1.684, -1.297], [3.134, -3.785, 0.508], [1.902, -3.886, -0.759], [1.710, -1.187, 2.537], [0.421, -0.980, 1.709]],
  "forces_ev_per_angstrom": [[-7.1, -0.9, -2.6], [1.0, 0.8, 2.9], [-0.4, 0.5, -1.0], [-1.5, 1.2, -4.9], [0.3, 0.0, 1.9], [2.6, 1.5, 0.3], [-3.2, -5.3, 0.0], [1.6, -0.2, 0.0], [2.5, -1.3, 2.3], [2.5, 1.1, 0.0], [1.5, 0.7, -0.1], [1.2, 0.7, 1.8], [-0.1, 1.1, -0.7], [-0.8, -0.2, 0.0], [0.3, 5.8, -4.2], [1.5, 6.3, 0.0], [-0.1, -10.2, 2.3], [-2.1, -1.3, 1.6], [0.5, -0.8, 0.6], [-0.4, 0.4, -0.9], [5.6, -1.9, 0.7], [1.1, -2.5, 1.6], [-0.8, -2.4, 0.8], [2.0, 0.3, 0.6], [-0.5, 1.0, -3.7], [-1.9, 1.2, -0.6], [0.5, 1.6, 0.2], [1.0, -0.5, 0.6], [-6.7, 3.0, 0.4]],
  "charge": 0
}

2.
{
  "formula": "C29H33AsMgN3O2P",
  "method": "ωB97M-V with the def2-TZVPD basis set",
  "elements": ["Mg", "O", "N", "C", "C", "C", "C", "C", "C", "C", "P", "C", "C", "C", "C", "C", "C", "C", "C", "C", "C", "C", "C", "H", "H", "H", "H", "H", "H", "H", "H", "H", "H", "H", "H", "H", "H", "H", "H", "N", "C", "N", "O", "H", "H", "H", "H", "C", "As", "C", "C", "C", "C", "C", "C", "C", "C", "H", "H", "H", "H", "H", "H", "H", "H", "H", "H", "H", "H", "H"],
  "positions_angstrom": [[0.807, 0.807, -1.445], [2.791, -0.832, -2.887], [2.761, -0.050, -1.697], [3.655, -0.454, -0.885], [3.846, 0.107, 0.472], [5.182, 0.172, 0.866], [5.534, 0.692, 2.103], [4.542, 1.111, 2.971], [3.204, 1.010, 2.605], [2.831, 0.522, 1.359], [1.051, 0.230, 1.003], [0.118, 1.490, 1.913], [-1.169, 1.198, 2.368], [-1.961, 2.203, 2.907], [-1.481, 3.502, 2.988], [-0.207, 3.802, 2.524], [0.588, 2.803, 1.981], [0.723, -1.379, 1.755], [0.794, -2.511, 0.942], [0.627, -3.775, 1.487], [0.379, -3.912, 2.846], [0.311, -2.789, 3.661], [0.488, -1.524, 3.122], [2.802, -0.198, -3.617], [4.348, -1.215, -1.235], [5.953, -0.188, 0.196], [6.575, 0.746, 2.391], [4.801, 1.495, 3.949], [2.441, 1.307, 3.313], [-1.554, 0.187, 2.319], [-2.951, 1.967, 3.274], [-2.096, 4.281, 3.420], [0.171, 4.813, 2.593], [1.583, 3.049, 1.629], [0.983, -2.413, -0.123], [0.685, -4.651, 0.855], [0.239, -4.897, 3.273], [0.124, -2.899, 4.721], [0.446, -0.657, 3.769], [1.285, 4.874, -1.977], [1.870, 3.755, -1.548], [3.104, 3.813, -1.032], [1.259, 2.655, -1.616], [1.744, 5.768, -1.961], [0.363, 4.810, -2.372], [3.635, 4.665, -0.984], [3.528, 2.962, -0.706], [-3.006, 0.979, -1.698], [-1.487, -0.048, -2.303], [-1.934, -0.395, -4.143], [-1.749, -1.775, -1.399], [-3.092, -2.382, -1.677], [-3.293, -3.196, -2.791], [-4.542, -3.740, -3.048], [-5.604, -3.479, -2.192], [-5.411, -2.681, -1.074], [-4.160, -2.138, -0.817], [-3.893, 0.359, -1.813], [-3.100, 1.876, -2.308], [-2.883, 1.263, -0.654], [-2.907, -0.881, -4.166], [-1.190, -1.038, -4.607], [-1.980, 0.552, -4.677], [-1.620, -1.574, -0.334], [-0.931, -2.428, -1.706], [-2.466, -3.423, -3.454], [-4.686, -4.376, -3.912], [-6.577, -3.909, -2.391], [-6.233, -2.490, -0.396], [-4.010, -1.529, 0.068]],
  "forces_ev_per_angstrom": [[0.4, 0.2, 0.0], [-0.1, 0.1, 0.1], [0.0, -0.6, -0.4], [-0.2, 0.4, 0.3], [0.0, -0.2, -0.2], [0.1, 0.0, 0.1], [0.0, 0.0, 0.0], [0.0, 0.0, 0.0], [0.0, 0.0, 0.0], [-0.1, 0.0, 0.0], [0.1, 0.0, 0.1], [0.0, 0.0, 0.0], [0.0, 0.0, 0.0], [0.0, 0.0, 0.0], [0.0, 0.0, 0.0], [0.0, 0.0, 0.0], [0.0, 0.0, 0.0], [0.0, 0.0, 0.0], [0.0, 0.0, 0.0], [0.0, 0.0, 0.0], [0.0, 0.0, 0.0], [0.0, 0.0, 0.0], [0.0, 0.0, 0.1], [0.0, 0.0, 0.0], [0.1, 0.0, 0.0], [0.0, 0.0, 0.0], [0.0, 0.0, 0.0], [0.0, 0.0, 0.0], [0.0, 0.0, 0.0], [0.0, 0.0, 0.0], [0.0, 0.0, 0.0], [0.0, 0.0, 0.0], [0.0, 0.0, 0.0], [0.0, 0.0, 0.0], [0.0, 0.0, 0.0], [0.0, 0.0, 0.0], [0.0, 0.0, 0.0], [0.0, 0.0, 0.0], [0.0, 0.0, 0.0], [0.1, 0.0, 0.0], [-0.1, -0.1, 0.1], [0.0, 0.0, 0.0], [-0.1, 0.2, 0.0], [0.0, 0.0, 0.0], [0.0, 0.0, 0.0], [0.0, 0.0, 0.0], [0.0, 0.0, 0.0], [0.0, 0.0, 0.0], [0.0, -0.2, 0.1], [0.0, 0.0, -0.1], [-0.1, 0.0, 0.0], [0.0, -0.1, 0.1], [0.0, 0.0, 0.0], [0.0, 0.0, 0.0], [0.0, 0.0, 0.0], [0.0, 0.0, 0.0], [-0.1, 0.0, 0.0], [-0.1, 0.0, 0.0], [0.0, 0.0, 0.0], [0.0, 0.0, 0.0], [0.0, 0.0, 0.0], [0.0, 0.0, 0.0], [0.0, 0.0, 0.0], [0.0, 0.0, 0.0], [0.0, 0.0, -0.1], [0.0, 0.0, 0.0], [0.0, 0.0, 0.0], [0.0, 0.0, 0.0], [0.0, 0.0, 0.0], [0.0, 0.0, 0.0]],
  "charge": 2
}

3.
{
  "formula": "C7H11NO",
  "method": "ωB97M-V with the def2-TZVPD basis set",
  "elements": ["C", "C", "C", "O", "C", "H", "H", "H", "H", "H", "H", "H", "H", "C", "C", "C", "N", "H", "H", "H"],
  "positions_angstrom": [[0.281, -1.632, -0.738], [0.588, -0.681, 0.110], [0.487, -0.943, 1.558], [1.238, 0.488, -0.204], [1.149, 0.986, -1.500], [0.293, -1.542, -1.853], [0.062, -2.723, -0.449], [1.378, -0.649, 2.163], [0.087, -1.949, 1.726], [-0.235, -0.317, 2.080], [1.632, 0.337, -2.361], [1.740, 1.903, -1.472], [0.203, 1.267, -1.917], [-1.325, 2.163, 0.800], [-1.798, 0.966, 0.639], [-2.368, 0.089, -0.086], [-3.205, -0.564, -0.714], [-1.212, 2.629, 1.759], [-1.193, 2.927, -0.113], [-3.643, -1.420, -0.366]],
  "forces_ev_per_angstrom": [[-0.8, -2.8, -2.5], [1.4, 0.1, 0.5], [0.1, 0.6, 1.8], [-1.2, -0.3, 0.4], [2.3, -0.2, -2.4], [0.2, 0.3, 1.1], [0.0, 2.2, 0.0], [-0.1, -0.9, -0.8], [0.7, 0.1, 0.1], [-0.4, 0.3, -0.5], [-0.7, 0.7, 1.9], [0.0, -0.1, -0.1], [-1.2, -0.2, 0.5], [0.0, 2.7, -1.8], [0.4, 0.1, -0.2], [-2.3, -1.1, -0.6], [0.9, -0.2, -0.2], [0.5, 0.0, 0.5], [-0.2, -1.9, 1.9], [0.3, 0.5, 0.3]],
  "smiles": "C=C(C)OC.C=C=C=N",
  "charge": 0
}

4.
{
  "formula": "C47H40BN2O30",
  "method": "ωB97M-V with the def2-TZVPD basis set",
  "elements": ["C", "C", "C", "B", "C", "N", "C", "O", "N", "O", "H", "H", "H", "H", "H", "H", "H", "H", "H", "H", "H", "H", "C", "C", "C", "O", "C", "C", "C", "O", "O", "O", "H", "H", "H", "H", "C", "C", "C", "O", "C", "C", "C", "O", "O", "O", "H", "H", "H", "H", "C", "C", "C", "O", "C", "C", "C", "O", "O", "O", "H", "H", "H", "H", "C", "C", "C", "O", "C", "C", "C", "O", "O", "O", "H", "H", "H", "H", "C", "C", "C", "O", "C", "C", "C", "O", "O", "O", "H", "H", "H", "H", "C", "C", "C", "O", "C", "C", "C", "O", "O", "O", "H", "H", "H", "H", "C", "C", "C", "O", "C", "C", "C", "O", "O", "O", "H", "H", "H", "H"],
  "positions_angstrom": [[3.767, -1.931, 2.939], [4.383, -2.900, 2.264], [5.707, -3.482, 2.650], [6.954, -2.389, 2.732], [7.881, -2.478, 1.345], [8.198, -1.164, 0.700], [7.902, -2.585, 4.073], [8.008, -3.950, 4.593], [7.208, -4.146, 5.653], [7.010, -5.295, 5.856], [3.038, -1.280, 2.488], [4.093, -1.733, 3.955], [3.879, -3.320, 1.394], [5.957, -4.289, 1.954], [5.547, -3.985, 3.614], [6.546, -1.227, 2.771], [8.837, -2.984, 1.515], [7.301, -3.019, 0.590], [8.547, -0.541, 1.420], [7.314, -0.762, 0.409], [8.932, -2.308, 3.830], [7.582, -1.932, 4.889], [1.890, 3.055, 2.784], [2.363, 4.309, 2.835], [3.815, 4.615, 2.524], [4.166, 5.782, 2.572], [4.694, 3.518, 2.194], [4.225, 2.255, 2.148], [2.766, 1.963, 2.426], [2.380, 0.813, 2.339], [4.997, 1.228, 1.874], [1.600, 5.344, 3.155], [0.859, 2.813, 2.994], [5.731, 3.747, 1.996], [4.500, 0.386, 1.928], [2.127, 6.169, 3.130], [-1.843, 2.179, -0.642], [-2.104, 1.376, -1.682], [-1.813, -0.104, -1.632], [-2.101, -0.746, -2.632], [-1.232, -0.660, -0.445], [-0.948, 0.142, 0.598], [-1.251, 1.628, 0.562], [-0.984, 2.305, 1.536], [-0.378, -0.321, 1.688], [-2.625, 1.801, -2.821], [-2.042, 3.241, -0.665], [-1.011, -1.718, -0.432], [-0.230, 0.426, 2.297], [-2.734, 1.024, -3.408], [4.413, 0.980, -3.751], [3.843, 0.842, -4.955], [2.364, 0.576, -5.125], [1.953, 0.488, -6.269], [1.541, 0.441, -3.944], [2.112, 0.576, -2.739], [3.586, 0.867, -2.566], [3.988, 0.993, -1.426], [1.458, 0.469, -1.594], [4.504, 0.927, -6.101], [5.468, 1.173, -3.619], [0.489, 0.226, -4.076], [2.127, 0.594, -0.888], [3.836, 0.789, -6.801], [-5.510, -0.389, -2.144], [-6.641, -0.766, -1.526], [-7.958, -0.890, -2.260], [-8.901, -1.258, -1.586], [-8.006, -0.572, -3.669], [-6.876, -0.193, -4.283], [-5.552, -0.089, -3.553], [-4.597, 0.250, -4.232], [-6.807, 0.120, -5.564], [-6.714, -1.066, -0.244], [-4.568, -0.306, -1.623], [-8.954, -0.651, -4.182], [-5.871, 0.349, -5.736], [-7.647, -1.314, -0.059], [-10.871, -5.949, 1.491], [-10.520, -4.684, 1.766], [-9.690, -3.858, 0.812], [-9.428, -2.716, 1.147], [-9.251, -4.461, -0.424], [-9.591, -5.727, -0.701], [-10.440, -6.548, 0.244], [-10.712, -7.681, -0.106], [-9.232, -6.366, -1.801], [-10.857, -4.050, 2.877], [-11.464, -6.549, 2.166], [-8.645, -3.859, -1.086], [-9.621, -7.260, -1.735], [-10.470, -3.155, 2.807], [2.802, 11.095, 4.880], [2.522, 10.241, 3.885], [2.873, 8.774, 3.965], [2.557, 8.085, 3.011], [3.557, 8.279, 5.136], [3.841, 9.134, 6.130], [3.467, 10.599, 6.066], [3.755, 11.283, 7.030], [4.464, 8.788, 7.243], [1.920, 10.590, 2.761], [2.551, 12.145, 4.836], [3.821, 7.232, 5.169], [4.533, 9.601, 7.781], [1.845, 9.774, 2.228], [-2.840, -4.918, -4.879], [-2.378, -3.672, -4.668], [-0.931, -3.303, -4.938], [-0.600, -2.149, -4.756], [-0.029, -4.340, -5.404], [-0.498, -5.579, -5.603], [-1.945, -5.939, -5.363], [-2.268, -7.092, -5.597], [0.243, -6.591, -6.027], [-3.139, -2.696, -4.223], [-3.869, -5.192, -4.695], [1.003, -4.073, -5.579], [-0.360, -7.359, -6.081], [-2.591, -1.890, -4.102]],
  "forces_ev_per_angstrom": [[0.1, 0.0, 0.1], [0.1, -0.2, -0.1], [-0.5, -0.3, 0.5], [0.6, -0.3, -0.5], [-0.7, 0.5, 0.3], [0.3, -0.2, -0.2], [0.0, 0.6, -0.2], [-0.2, -0.2, -0.1], [-0.1, 0.4, -0.2], [0.2, -0.4, 0.3], [-0.7, -0.5, 0.3], [0.3, 0.6, -0.1], [0.3, 0.5, -0.5], [0.1, 0.0, 0.0], [0.2, 0.0, 0.1], [-0.1, 0.0, 0.2], [0.0, -0.2, -0.2], [0.3, -0.3, -0.1], [-0.1, 0.1, 0.0], [0.0, 0.1, 0.1], [0.1, -0.1, 0.1], [-0.1, -0.2, 0.2], [-0.1, 0.1, 0.1], [0.0, -0.1, 0.0], [0.1, -0.1, -0.1], [0.0, 0.0, 0.1], [0.0, 0.0, 0.0], [0.1, 0.0, 0.0], [0.0, 0.1, 0.0], [-0.1, 0.0, -0.2], [-0.1, 0.0, 0.0], [0.0, 0.1, 0.1], [0.0, 0.1, 0.0], [0.0, 0.0, 0.0], [0.1, 0.0, 0.1], [0.2, 0.0, -0.2], [0.0, 0.0, 0.0], [0.1, 0.1, 0.0], [0.1, 0.0, 0.0], [0.0, 0.1, 0.0], [-0.1, -0.1, 0.0], [0.0, -0.1, -0.2], [-0.1, 0.2, -0.2], [0.1, -0.3, 0.2], [-0.1, 0.2, 0.2], [0.1, 0.1, 0.0], [0.0, 0.0, 0.0], [0.0, 0.0, 0.0], [0.2, 0.0, 0.0], [-0.2, 0.0, 0.0], [0.1, 0.0, 0.1], [0.1, 0.0, 0.1], [-0.1, 0.0, 0.2], [0.1, 0.0, -0.1], [-0.1, 0.0, -0.1], [0.0, 0.0, -0.1], [0.2, 0.0, -0.2], [-0.1, 0.0, 0.1], [0.0, 0.0, 0.1], [0.0, 0.0, 0.0], [0.0, 0.0, 0.0], [0.0, -0.1, 0.0], [0.0, 0.0, 0.0], [-0.1, 0.0, 0.0], [0.2, 0.1, 0.0], [0.1, 0.0, 0.0], [0.1, 0.1, 0.0], [-0.3, -0.1, -0.1], [-0.1, 0.0, 0.0], [-0.1, 0.0, 0.0], [0.0, -0.1, 0.1], [0.1, 0.1, -0.1], [0.0, 0.0, -0.1], [0.0, 0.0, 0.0], [0.0, 0.0, 0.0], [0.0, 0.0, 0.0], [0.1, 0.0, 0.0], [0.0, 0.0, 0.0], [0.0, -0.1, 0.0], [-0.1, -0.1, 0.0], [0.1, -0.1, -0.2], [0.0, 0.0, 0.2], [0.2, 0.1, -0.1], [0.0, 0.1, 0.1], [-0.1, 0.1, 0.2], [0.0, -0.1, -0.1], [0.0, 0.0, 0.0], [0.0, 0.0, 0.0], [0.0, 0.0, 0.0], [0.0, 0.0, -0.1], [0.0, 0.0, 0.0], [0.0, 0.0, 0.0], [0.0, 0.1, 0.1], [0.1, 0.1, 0.0], [0.2, -0.1, 0.2], [-0.4, 0.2, -0.1], [0.0, -0.1, 0.0], [0.0, -0.1, -0.1], [-0.1, 0.1, -0.2], [0.1, 0.0, 0.1], [0.0, 0.0, 0.0], [0.0, 0.0, 0.0], [0.0, 0.0, 0.0], [0.0, 0.0, 0.0], [0.0, 0.0, 0.0], [0.0, 0.0, 0.0], [-0.1, 0.0, 0.0], [0.0, -0.2, 0.0], [0.1, -0.1, -0.1], [-0.1, 0.1, 0.0], [0.1, 0.0, 0.0], [0.1, 0.1, 0.0], [-0.1, 0.1, 0.1], [0.1, -0.1, 0.0], [0.0, 0.0, 0.0], [-0.1, 0.1, -0.1], [0.0, 0.0, 0.0], [0.0, 0.0, 0.0], [-0.1, 0.0, 0.0], [0.0, -0.1, 0.2]],
  "charge": -1
}

5.
{
  "formula": "C23H22O15P2",
  "method": "ωB97M-V with the def2-TZVPD basis set",
  "elements": ["O", "C", "C", "C", "O", "C", "O", "C", "C", "O", "H", "H", "H", "H", "O", "C", "C", "C", "O", "C", "O", "C", "C", "O", "H", "H", "H", "H", "O", "C", "C", "C", "O", "C", "O", "C", "C", "O", "H", "H", "H", "H", "C", "C", "P", "C", "C", "C", "P", "O", "O", "O", "H", "H", "H", "H", "H", "H", "H", "H", "H", "H"],
  "positions_angstrom": [[-3.330, 4.917, -2.285], [-2.155, 4.832, -2.624], [-1.413, 3.563, -2.572], [-0.129, 3.508, -2.932], [0.574, 2.318, -2.888], [0.597, 4.722, -3.394], [1.782, 4.644, -3.701], [-0.151, 5.987, -3.469], [-1.436, 6.041, -3.112], [-2.147, 7.225, -3.183], [-1.952, 2.688, -2.232], [1.480, 2.539, -3.195], [0.384, 6.858, -3.824], [-3.051, 7.005, -2.870], [0.714, 1.951, 5.039], [1.089, 2.083, 6.199], [2.423, 1.653, 6.647], [2.794, 1.796, 7.920], [4.047, 1.396, 8.348], [1.877, 2.392, 8.931], [2.240, 2.494, 10.098], [0.553, 2.844, 8.478], [0.182, 2.704, 7.204], [-1.060, 3.129, 6.771], [3.078, 1.220, 5.902], [4.074, 1.604, 9.307], [-0.097, 3.291, 9.220], [-1.089, 2.916, 5.813], [2.175, -7.799, -5.535], [1.426, -6.858, -5.296], [1.855, -5.694, -4.506], [1.008, -4.694, -4.249], [1.406, -3.595, -3.510], [-0.394, -4.722, -4.747], [-1.154, -3.797, -4.479], [-0.816, -5.875, -5.557], [0.031, -6.873, -5.817], [-0.358, -7.959, -6.579], [2.876, -5.688, -4.148], [0.616, -3.014, -3.462], [-1.834, -5.874, -5.927], [0.430, -8.543, -6.622], [0.941, 0.134, 2.456], [-0.297, -0.695, 2.232], [-1.591, 0.008, 1.017], [-3.203, -1.013, 0.969], [-3.258, -2.256, 1.827], [-0.837, 0.297, -0.714], [0.100, -1.193, -1.453], [1.015, -1.986, -0.437], [-0.940, -2.301, -2.312], [1.197, -0.519, -2.677], [0.966, 0.911, 3.342], [1.813, 0.000, 1.679], [-0.506, -1.740, 2.716], [-4.179, -0.759, 0.371], [-3.795, -3.250, 1.513], [-2.749, -2.144, 2.901], [-0.073, 1.208, -0.625], [-1.653, 0.615, -1.508], [-1.086, -3.134, -1.766], [0.992, 0.480, -2.694]],
  "forces_ev_per_angstrom": [[1.0, 0.2, -0.3], [-1.0, -0.4, 0.4], [-0.1, 0.1, 0.0], [0.0, -1.5, 0.3], [0.0, 1.8, -0.3], [0.9, 0.7, -0.4], [-0.9, -0.3, 0.3], [0.3, -0.3, 0.0], [-0.5, 1.8, -0.3], [0.3, -2.0, 0.4], [0.0, 0.1, 0.0], [-0.2, 0.1, 0.1], [0.0, -0.1, 0.0], [0.4, 0.1, -0.1], [-0.1, 0.4, 1.0], [0.5, -0.4, -0.8], [-0.3, 0.0, -0.3], [1.8, -0.7, 0.1], [-1.9, 0.8, 0.2], [-0.4, 0.4, 1.0], [0.0, -0.2, -1.0], [0.3, -0.1, 0.3], [-1.8, 0.7, -0.1], [1.8, -0.8, -0.2], [0.0, 0.0, 0.0], [0.0, -0.1, -0.4], [0.0, 0.0, 0.0], [0.0, 0.1, 0.4], [-0.7, 0.4, -0.1], [1.1, -0.1, 0.3], [0.1, -0.5, -0.3], [1.1, 1.6, 1.2], [-1.2, -1.5, -1.3], [-1.1, 0.4, -0.2], [0.7, -0.8, -0.4], [-0.1, 0.3, 0.2], [-1.0, -1.2, -1.0], [1.2, 1.1, 1.1], [-0.1, 0.0, 0.0], [0.2, -0.1, 0.0], [0.1, 0.0, 0.0], [-0.3, 0.2, 0.0], [-1.5, -1.4, -0.3], [1.9, 0.6, -0.6], [-0.2, 0.4, 0.7], [-0.3, -4.8, 2.1], [0.4, 3.4, -1.3], [0.0, 0.3, -1.9], [4.1, -2.5, 1.1], [-3.6, 2.7, -3.2], [1.5, 1.7, 2.2], [-3.3, 0.7, 2.2], [0.8, -2.9, -1.2], [-2.3, 1.6, 0.7], [-0.5, 2.9, 0.4], [2.5, -0.6, 0.3], [0.3, 2.5, 1.1], [-0.5, -0.9, -2.9], [-1.5, -2.2, -0.1], [1.5, -0.6, 1.8], [0.5, 1.6, -0.7], [0.2, -2.1, -0.1]],
  "smiles": "O=C1C=C(O)C(=O)C=C1O.O=C1C=C(O)C(=O)C=C1O.O=C1C=C(O)C(=O)C=C1O.C=CP(C=C)CP(=O)(O)O",
  "charge": 0
}

Result set for orbital gap: 6.7, 7.7, 8.7, 3.6, 4.8 eV, one per record in the order listed.
Result set for energy: -1252.473322, -4216.447663, -403.138171, -4206.473525, -2700.649215 Eh, one per record in the order listed.